# 1
DFT (wB97M-V/def2-TZVPD) results for C17H17F3N4O3 as an isolated structure.

Geometry (Å):
F  0.39377  3.44153  -2.83267
F  2.15342  4.95136  -2.84153
F  2.55969  2.96840  -2.38476
N  -0.33159  -1.63833  -0.88090
N  -2.70711  -4.48430  -1.17975
N  -3.13438  -2.30070  -1.71684
N  1.40729  0.01489  2.11622
O  -4.21849  -3.02244  -1.67055
O  0.25020  3.44840  -0.08013
O  0.22921  -2.58018  0.97123
C  0.19458  -1.39331  0.30073
C  -3.94849  -4.33291  -1.46338
C  -2.28272  -3.16838  -1.26820
C  1.69939  1.25393  2.61685
C  0.67472  -0.08517  0.96449
C  0.29628  1.17948  0.29702
C  0.67055  2.41806  0.76664
C  1.35323  2.43453  1.98127
C  -4.84987  -5.50523  -1.56949
C  -0.13614  -3.61208  -2.35856
C  1.60209  3.88856  -2.20313
C  1.33768  4.14880  -0.77439
C  -0.24023  -3.65563  0.18639
C  2.39408  3.97840  3.76198
C  2.70912  4.54950  2.31867
C  -0.77100  -3.04933  -1.11696
C  1.38802  3.70858  2.66025
H  2.19275  1.12551  3.63081
H  -0.12345  1.12092  -0.71827
H  -5.16621  -5.63182  -0.57540
H  -4.38105  -6.49150  -1.83592
H  -5.73006  -5.14170  -2.24800
H  -0.63550  -4.54726  -2.67175
H  0.89161  -3.92600  -2.27005
H  -0.42446  -2.90722  -3.15719
H  2.26506  3.96997  -0.25579
H  1.13312  5.17451  -0.74477
H  0.58645  -4.38006  0.15165
H  -1.09881  -4.07977  0.72924
H  2.11770  4.84538  4.41349
H  3.02456  3.13531  4.28949
H  2.63619  5.62350  2.24116
H  3.50047  4.23326  1.69210
H  0.51830  4.32053  2.72872

Summary:
frontier orbital gap = 8.99 eV
energy relative to the best compared isomer or geometry (same formula, charge and spin) = 70.49 kcal per mole
HOMO energy = -8.928 eV
net charge = 0
spin multiplicity = 1
M = 382.3 g mol⁻¹

---

# 2
DFT (wB97M-V/def2-TZVPD) results for CHI2PS as an isolated structure.

Geometry (Å):
C  1.08233  0.12274  -0.24461
P  -1.76597  -0.43111  1.06893
S  -2.69973  1.22619  1.29297
I  -0.63431  -0.32310  -1.43407
I  2.38931  -1.52910  0.03408
H  1.62837  0.93438  -0.71730

Summary:
frontier orbital gap (spin up / spin down) = 7.38 / 5.05 eV
energy relative to the best compared isomer or geometry (same formula, charge and spin) = 58.90 kcal per mole
HOMO energy (spin up / spin down) = -8.615 / -7.167 eV
net charge = 0
spin multiplicity = 1
M = 329.9 g mol⁻¹

---

# 3
DFT (wB97M-V/def2-TZVPD) results for C18H22F6GaN4O9PS4 as an isolated structure.

Geometry (Å):
Ga  -0.75100  -0.22316  0.24022
O  1.17752  3.09770  0.98515
C  0.48812  2.17828  0.57413
O  0.40014  1.00239  1.15411
C  -0.34635  2.30029  -0.64580
C  -0.32314  3.43930  -1.42964
C  -1.16045  3.56275  -2.51072
C  -2.15571  2.55380  -2.73320
C  -3.13694  2.68409  -3.72137
C  -4.13983  1.74667  -3.87835
C  -4.18857  0.65890  -3.01456
C  -3.22355  0.50036  -2.03482
C  -2.17441  1.40847  -1.89660
N  -1.18053  1.22804  -0.94130
H  0.37856  4.21207  -1.14700
H  -1.13911  4.43666  -3.14790
H  -3.09963  3.55441  -4.36661
H  -4.88645  1.86838  -4.65261
H  -4.97769  -0.07647  -3.10434
H  -3.28264  -0.33613  -1.35906
C  2.64059  -5.00642  3.51181
C  1.84989  -4.69092  2.26199
O  0.51112  -4.29637  2.59630
P  0.05453  -2.77738  2.68151
S  -1.79307  -2.67626  3.21847
S  0.69605  -1.91098  0.94662
O  1.09783  -2.22684  3.77080
C  1.14084  -0.81161  4.04075
C  0.40129  -0.50232  5.32258
H  3.62272  -5.39171  3.23176
H  2.12761  -5.76370  4.10460
H  2.77208  -4.11586  4.12404
H  1.73756  -5.57288  1.63117
H  2.32719  -3.91140  1.66473
H  0.74323  -0.25681  3.18653
H  2.19805  -0.55537  4.12201
H  -0.67059  -0.65408  5.20038
H  0.58995  0.53281  5.61153
H  0.74644  -1.15423  6.12610
F  -4.19747  -2.93116  -1.80698
C  -3.05436  -3.17609  -2.46278
F  -3.02883  -2.41864  -3.54875
F  -3.04275  -4.45318  -2.81331
S  -1.60724  -2.80829  -1.31775
O  -2.21188  -1.93534  -0.29259
O  -1.12328  -4.08623  -0.92458
N  -0.61485  -1.81943  -2.04247
S  0.22133  -2.34540  -3.31678
O  -0.33583  -3.56644  -3.83280
O  1.62704  -2.21936  -3.10461
C  -0.17043  -1.03052  -4.60487
F  -1.14978  -0.21937  -4.23286
F  0.91440  -0.29984  -4.85193
F  -0.53232  -1.63552  -5.74024
C  -2.76509  1.39817  3.91434
N  -3.65727  0.51010  3.19616
C  -3.29643  -0.07974  2.04013
N  -4.18443  -0.90849  1.45018
O  -2.20294  0.22060  1.52614
H  -2.24865  0.88057  4.72417
H  -3.33219  2.23481  4.32103
H  -2.02027  1.77779  3.22043
H  -4.50764  0.21039  3.63849
H  -4.89413  -1.31974  2.03264
H  -3.77463  -1.53195  0.76386

Summary:
frontier orbital gap (spin up / spin down) = 5.18 / 7.99 eV
expectation value of S² = 0.776
energy relative to the best compared isomer or geometry (same formula, charge and spin) = 4.42 kcal per mole
HOMO energy (spin up / spin down) = -3.031 / -5.840 eV
net charge = -1
spin multiplicity = 2
M = 781.3 g mol⁻¹